{
  "formula": "C24H22HoN2O3S",
  "method": "ωB97M-V with the def2-TZVPD basis set",
  "homo_lumo_gap_ev": [8.079, 8.094],
  "spin_multiplicity": 5,
  "charge": 1,
  "e_lumo_ev": [-3.213, -3.219],
  "elements": ["Ho", "C", "C", "C", "C", "C", "C", "C", "C", "C", "H", "H", "H", "H", "H", "H", "H", "H", "H", "H", "H", "H", "O", "C", "O", "C", "C", "C", "C", "C", "C", "C", "C", "C", "N", "H", "H", "H", "H", "H", "H", "O", "N", "C", "C", "C", "C", "C", "S", "H", "H", "H", "H"],
  "xyz": [[-0.315, -0.201, -0.016], [1.117, 0.987, 3.422], [-0.187, 0.656, 2.754], [-0.731, -0.640, 2.855], [-2.000, -0.933, 2.337], [-2.665, -2.254, 2.593], [-2.714, 0.084, 1.676], [-2.237, 1.403, 1.640], [-3.108, 2.524, 1.168], [-0.960, 1.668, 2.171], [0.945, 1.119, 4.491], [1.534, 1.911, 3.028], [1.842, 0.187, 3.293], [-0.200, -1.393, 3.430], [-3.446, -2.113, 3.339], [-1.960, -2.989, 2.969], [-3.138, -2.640, 1.692], [-3.723, -0.124, 1.332], [-3.865, 2.172, 0.473], [-2.520, 3.292, 0.670], [-3.611, 2.978, 2.023], [-0.605, 2.692, 2.198], [-1.968, 2.445, -1.604], [-0.947, 1.786, -1.558], [-0.136, 1.702, -0.567], [-0.573, 0.881, -2.733], [-0.926, 1.189, -4.053], [-0.613, 0.291, -5.040], [0.063, -0.902, -4.707], [0.410, -1.883, -5.658], [1.038, -3.034, -5.268], [1.370, -3.254, -3.919], [1.059, -2.318, -2.971], [0.390, -1.132, -3.342], [0.049, -0.238, -2.374], [-1.446, 2.114, -4.244], [-0.879, 0.483, -6.069], [0.160, -1.712, -6.695], [1.277, -3.789, -6.001], [1.862, -4.174, -3.639], [1.317, -2.454, -1.925], [1.193, -1.421, 0.713], [1.032, -2.703, 1.046], [1.978, -3.285, 1.805], [1.858, -4.580, 2.234], [0.737, -5.320, 1.850], [-0.199, -4.731, 1.038], [-0.066, -3.396, 0.631], [-1.255, -2.664, -0.372], [2.818, -2.654, 2.054], [2.627, -5.012, 2.852], [0.609, -6.336, 2.184], [-1.071, -5.256, 0.688]],
  "atomic_forces_ev_per_a": [[-1.14, -2.42, 1.91], [-0.04, -0.05, -0.11], [-0.54, 0.20, 0.20], [-0.56, 0.25, -0.17], [0.33, 0.16, 0.31], [-0.03, 0.09, -0.05], [0.24, 0.35, 0.20], [0.02, -0.35, 0.30], [0.07, 0.08, -0.12], [-0.08, -0.44, 0.24], [0.05, 0.01, 0.04], [0.06, 0.03, 0.01], [0.06, -0.04, 0.00], [0.06, -0.05, -0.19], [-0.03, -0.02, 0.11], [0.04, -0.08, 0.01], [0.02, -0.02, 0.01], [0.13, -0.01, -0.13], [-0.04, 0.02, -0.03], [-0.04, 0.00, -0.01], [-0.01, -0.04, 0.07], [0.09, -0.10, -0.21], [0.34, -0.21, -0.13], [-0.90, 1.20, -1.81], [0.92, 2.66, -0.35], [0.09, -0.29, 0.09], [-0.08, -0.08, -0.07], [0.05, 0.15, 0.40], [0.06, -0.04, 0.45], [0.10, -0.21, 0.03], [-0.15, 0.15, -0.23], [-0.10, 0.23, 0.23], [0.14, -0.10, 0.05], [-0.01, -0.26, -0.26], [-0.23, 0.78, -0.33], [-0.05, 0.03, -0.04], [-0.01, 0.03, -0.12], [-0.01, -0.01, -0.10], [0.05, -0.06, -0.09], [0.07, -0.02, 0.05], [-0.03, -0.04, -0.16], [1.20, -0.78, 0.17], [-0.24, -0.70, 0.14], [0.45, -0.09, 0.38], [-0.07, 0.11, -0.12], [-0.05, 0.22, -0.15], [0.27, -0.02, 0.22], [-0.28, 0.35, -0.29], [-0.16, -0.44, -0.38], [-0.05, 0.06, -0.04], [0.12, 0.04, 0.06], [0.01, -0.14, 0.01], [-0.10, -0.08, 0.01]]
}

{
  "formula": "C24H27OTi",
  "method": "ωB97M-V with the def2-TZVPD basis set",
  "de_lowest_ev": 0.000,
  "homo_lumo_gap_ev": [3.969, 3.785],
  "spin_multiplicity": 3,
  "charge": -1,
  "e_lumo_ev": [2.533, 2.532],
  "elements": ["C", "C", "C", "H", "C", "C", "H", "H", "H", "H", "C", "C", "C", "H", "C", "C", "H", "H", "H", "H", "Ti", "O", "C", "C", "H", "H", "H", "H", "C", "C", "C", "H", "C", "H", "C", "H", "C", "H", "C", "C", "C", "C", "C", "C", "H", "H", "H", "H", "H", "H", "H", "H", "H"],
  "xyz": [[0.647, 0.522, 2.469], [1.275, 1.529, 1.497], [0.259, 2.212, 0.790], [2.340, 1.721, 1.523], [-1.004, 1.613, 1.128], [-0.789, 0.556, 2.022], [-1.530, -0.020, 2.550], [0.849, 0.909, 3.492], [0.412, 3.035, 0.105], [-1.954, 1.959, 0.758], [1.612, -1.631, -1.007], [2.190, -1.768, 0.253], [1.145, -2.021, 1.292], [3.232, -1.842, 0.560], [-0.125, -2.059, 0.472], [0.193, -1.948, -0.901], [-0.476, -1.999, -1.754], [2.156, -1.432, -1.925], [1.320, -2.931, 1.899], [-1.065, -2.358, 0.913], [0.441, -0.007, 0.230], [-1.952, 1.124, -2.539], [-1.538, 2.363, -3.147], [-3.022, 2.034, -3.020], [-1.131, 3.099, -2.446], [-1.106, 2.308, -4.155], [-3.553, 2.577, -2.217], [-5.373, 3.081, -3.804], [-5.036, 2.303, -4.494], [-3.814, 1.643, -4.204], [-3.344, 0.658, -5.103], [-2.397, 0.148, -4.898], [-4.096, 0.329, -6.231], [-3.730, -0.447, -6.901], [-5.300, 0.988, -6.504], [-5.872, 0.733, -7.394], [-5.761, 1.983, -5.635], [-6.686, 2.514, -5.845], [4.829, -1.585, 3.374], [3.455, -1.381, 4.019], [2.906, -2.682, 4.605], [3.456, -0.234, 5.028], [2.438, -0.987, 3.091], [1.363, -0.869, 2.394], [5.576, -1.877, 4.121], [5.178, -0.669, 2.894], [4.791, -2.375, 2.620], [3.532, -3.049, 5.423], [1.892, -2.495, 4.972], [2.839, -3.437, 3.814], [3.782, 0.692, 4.548], [2.436, -0.085, 5.391], [4.112, -0.447, 5.876]],
  "atomic_forces_ev_per_a": [[0.30, 1.17, 0.97], [0.99, -0.76, -0.15], [-1.29, -0.31, 0.05], [-0.13, 0.27, 0.06], [1.11, 1.10, -0.66], [0.09, -0.95, 0.19], [-0.29, 0.03, -0.11], [-0.31, -0.51, 0.30], [-0.09, 0.01, -0.04], [-0.16, -0.11, -0.18], [-1.43, -1.28, -0.36], [0.21, 0.78, 0.06], [-0.14, -1.03, 0.66], [-0.13, 0.49, -0.45], [-0.29, 0.13, 1.17], [1.42, 0.72, -1.41], [0.00, 0.06, 0.19], [-0.18, -0.05, 0.03], [0.00, -0.14, 0.05], [-0.05, -0.12, -0.23], [-0.27, 0.60, -1.24], [-0.98, 1.40, -1.09], [-1.60, -0.49, 0.40], [2.19, 0.22, 0.85], [0.05, -0.30, -0.29], [-0.02, -0.13, 0.48], [0.27, -0.53, -0.40], [-0.03, -0.24, -0.23], [0.95, -0.37, 0.38], [-0.47, -0.37, -0.98], [-0.33, 0.39, 0.38], [-0.39, 0.18, 0.01], [-0.09, 0.22, 0.13], [-0.12, 0.17, 0.09], [0.19, 0.08, 0.24], [0.10, 0.04, 0.18], [0.18, -0.20, -0.10], [0.11, -0.12, 0.00], [0.14, -0.06, 0.14], [-0.14, -0.02, -0.15], [0.16, -0.19, 0.42], [0.37, -0.06, 0.65], [-0.52, 0.23, -0.66], [0.34, 0.20, 0.05], [-0.07, 0.04, 0.04], [-0.08, 0.00, -0.02], [-0.07, 0.05, -0.01], [0.03, -0.14, 0.06], [0.17, -0.12, 0.06], [0.07, 0.05, 0.18], [-0.01, -0.09, 0.03], [0.12, 0.03, 0.06], [0.14, 0.05, 0.23]]
}

{
  "formula": "C3H8NS",
  "method": "ωB97M-V with the def2-TZVPD basis set",
  "de_lowest_ev": 0.698,
  "homo_lumo_gap_ev": 10.642,
  "charge": 1,
  "e_lumo_ev": -3.947,
  "elements": ["C", "C", "C", "N", "S", "H", "H", "H", "H", "H", "H", "H", "H"],
  "xyz": [[-0.270, -0.188, -0.411], [-1.737, 0.106, -0.113], [0.895, 0.246, 0.370], [1.871, 0.932, -0.143], [0.392, -1.801, 0.047], [0.017, 0.060, -1.471], [-2.133, 0.837, -0.867], [-1.697, 0.191, 1.054], [-2.325, -0.793, -0.298], [0.795, 0.216, 1.420], [1.954, 0.959, -1.207], [2.667, 1.106, 0.522], [-0.428, -1.871, 1.095]],
  "atomic_forces_ev_per_a": [[0.92, 0.80, -2.25], [0.91, -0.69, 1.42], [-2.33, 1.18, 0.08], [1.97, -0.22, -0.77], [0.01, -1.45, -0.68], [-0.59, -0.74, 0.67], [0.34, 0.07, 1.67], [-1.09, 0.91, -2.12], [0.13, -0.16, -0.06], [0.13, 0.19, 1.11], [0.33, 0.30, 2.20], [-0.77, 0.00, -1.69], [0.02, -0.19, 0.42]]
}

{
  "formula": "C3H4N2S2",
  "method": "ωB97M-V with the def2-TZVPD basis set",
  "de_lowest_ev": 1.350,
  "smiles": "S=C1CSC=NN1",
  "homo_lumo_gap_ev": 8.504,
  "e_lumo_ev": -0.114,
  "elements": ["S", "C", "C", "S", "C", "N", "N", "H", "H", "H", "H"],
  "xyz": [[1.699, -1.479, 1.614], [0.710, -0.617, 0.633], [-0.611, -0.080, 1.076], [-0.876, 1.582, 0.381], [-0.586, 1.065, -1.269], [0.208, 0.137, -1.632], [0.919, -0.538, -0.661], [-1.409, -0.762, 0.803], [-0.647, 0.072, 2.145], [-1.119, 1.594, -2.032], [1.712, -0.974, -1.058]],
  "atomic_forces_ev_per_a": [[0.19, 0.06, 0.28], [-0.46, -0.72, 1.23], [-0.03, 0.83, 0.41], [-0.10, -0.51, -0.28], [0.33, -0.10, 0.37], [-0.47, 0.12, 0.13], [-0.22, 1.00, -1.63], [-0.15, -0.04, -0.22], [0.20, -0.25, 0.24], [-0.07, 0.20, -0.41], [0.79, -0.59, -0.13]]
}